No. 1
# C26H34BBiN6O5S3

A molecular structure, C26H34BBiN6O5S3 at a distorted geometry (wB97M-V/def2-TZVPD, the OMol25 dataset).

Each line ends with the Mulliken charge.
Cartesian coordinates (Å):
Bi -0.20573 1.19273 -0.52140  1.2120
C 2.04717 3.09713 4.76930  -1.5972
C 1.64807 2.98463 3.29440  1.0912
C 0.24997 3.57183 3.13830  -2.0226
C 2.60237 3.75873 2.37670  -1.4174
N 1.75207 1.56133 2.93200  0.5229
C 2.96447 0.91823 3.01540  -0.0427
C 2.79287 -0.34187 2.56900  -1.4460
N 1.48417 -0.49477 2.20500  -0.1916
B 1.01907 -1.82327 1.57730  1.5505
N -0.52873 -1.93807 1.64980  -0.0648
C -1.12743 -2.29887 2.81910  -1.2851
C -2.46773 -2.30157 2.63170  -0.2036
N -2.70403 -1.93207 1.33540  0.5335
C -1.50313 -1.69557 0.76410  0.1436
S -1.24043 -1.17267 -0.87030  -0.2988
C -4.03353 -1.88107 0.69830  1.1904
C -4.09323 -2.99137 -0.35350  -1.5710
C -5.12253 -2.12517 1.74560  -2.1584
C -4.26213 -0.50427 0.06900  -1.5027
N 1.51307 -2.01187 0.12440  -0.1012
C 1.37467 -3.24197 -0.46320  -1.4839
C 1.83257 -3.16597 -1.72860  -0.1261
N 2.25747 -1.87667 -1.94550  0.5570
C 2.06767 -1.19207 -0.79540  0.2210
S 2.51467 0.41713 -0.48030  -0.3823
C 2.75467 -1.47507 -3.27510  1.1745
C 4.05897 -2.24327 -3.51380  -1.6266
C 1.66587 -1.83047 -4.29440  -1.5081
C 3.03397 0.01653 -3.41360  -1.9807
C 0.85877 0.67583 2.43760  0.0853
S -0.80983 0.94163 2.16190  -0.3899
H 1.97347 4.13223 5.08720  0.4569
H 3.06247 2.75393 4.94780  0.3909
H 1.36747 2.50203 5.37700  0.3734
H 0.28457 4.61133 3.45540  0.5459
H -0.47323 3.04943 3.75600  0.4659
H -0.09383 3.54583 2.10910  0.3849
H 2.49667 4.82533 2.55260  0.4741
H 2.35637 3.55873 1.33480  0.2362
H 3.64187 3.48713 2.54110  0.3765
H 3.85297 1.39863 3.36640  0.5468
H 3.49567 -1.13637 2.44380  0.6058
H 1.46667 -2.71787 2.22530  -0.1947
H -0.55243 -2.51357 3.69400  0.6399
H -3.23863 -2.52417 3.33760  0.5286
H -3.95353 -3.96807 0.10740  0.3843
H -3.32483 -2.84567 -1.10710  0.3431
H -5.06373 -2.97727 -0.83990  0.4745
H -5.03983 -3.11227 2.19740  0.4915
H -6.09023 -2.07097 1.25230  0.4615
H -5.09843 -1.36197 2.52070  0.4688
H -3.67233 -0.38067 -0.83180  0.3345
H -4.00613 0.28733 0.76980  0.3464
H -5.30843 -0.39447 -0.20010  0.4959
H 0.94227 -4.06507 0.06390  0.6220
H 1.88677 -3.93017 -2.47410  0.5556
H 3.91017 -3.32007 -3.49360  0.3652
H 4.78767 -1.97857 -2.74890  0.3709
H 4.46787 -1.96897 -4.48110  0.4456
H 1.46097 -2.89687 -4.33400  0.3923
H 1.96947 -1.50807 -5.28610  0.4859
H 0.74997 -1.30027 -4.03780  0.2476
H 3.81487 0.34993 -2.73880  0.4767
H 2.13497 0.60093 -3.24100  0.3231
H 3.36207 0.19983 -4.43350  0.5554
O -3.02173 4.46473 -5.18280  -0.5676
C -2.54033 3.79803 -4.30130  0.4787
C -2.75493 3.99013 -2.81030  -0.0219
O -3.43643 4.84413 -2.28490  -0.6196
C -1.94373 2.95453 -2.17410  1.0146
C -1.25333 2.19893 -3.11930  0.5065
O -0.40763 1.26853 -2.76730  -0.3651
C -1.59093 2.62303 -4.47740  -0.1924
O -1.20823 2.17283 -5.53680  -0.6329
O -1.80663 2.75583 -0.89690  -0.9533

* HOMO energy: -0.26650 hartree
* 2S+1: 1
* LUMO energy: -0.01544 Eh
* orbital gap: 6.832 eV



No. 2
# C26H34Br2NO11P

3 unconnected molecules or ions with the total composition C26H34Br2NO11P at a distorted geometry (wB97M-V/def2-TZVPD, the OMol25 dataset).

Each line ends with the Mulliken charge.
Cartesian coordinates (Å):
C -2.78267 6.36462 -2.36653  -0.9112
C -1.95861 5.26375 -1.43847  -0.4595
C -1.15045 4.26012 -2.48833  0.0430
C 0.23463 4.89294 -3.08386  -0.5134
C 1.56559 4.71923 -2.15599  -0.7826
C 1.39432 3.94860 -0.74945  0.0141
C 1.23330 2.35676 -0.69719  1.1484
C 1.05919 1.56277 0.76573  0.0894
C 1.09936 2.35518 2.20139  -0.9961
C 2.48105 3.18864 2.49883  0.6884
C 3.82422 2.58925 1.77582  -1.1316
C 2.80134 3.36937 4.13040  -1.0598
C 0.81703 -0.09141 0.82098  0.3204
C 0.56527 -0.95078 2.19219  0.6467
C 1.90047 -1.55571 2.91239  0.4192
O 2.26703 -1.02454 4.11224  -0.5471
O 2.73766 -2.67258 2.43958  -0.4386
C 0.76876 -0.97830 -0.59707  -0.5199
Br 0.44949 -2.95557 -0.69252  -0.0947
C 0.95842 -0.18434 -2.01316  -0.2315
C 1.18286 1.43570 -2.03016  0.1235
C 1.28031 1.69778 -3.60629  0.2836
O 1.93577 2.44732 -4.47049  -0.5499
N 0.36184 0.62476 -4.22999  -0.1713
P -1.32593 0.81188 -3.62565  0.6336
O -2.00570 -0.73025 -3.13418  -0.4892
Br -2.72606 1.51775 -5.30456  -0.3077
C 0.92828 -0.65831 -3.58227  0.1389
O 1.31845 -1.77584 -4.19862  -0.5614
H -3.45241 7.07193 -1.71544  0.3303
H -3.45629 5.71010 -3.10278  0.2407
H -2.01785 6.94152 -3.06190  0.2259
H -2.78740 4.58230 -0.92771  0.2753
H -1.25409 5.76525 -0.64689  0.2551
H -1.06302 3.19460 -2.01731  -0.0586
H -1.88821 4.13907 -3.41910  0.1441
H 0.02659 6.06154 -3.22002  0.2329
H 0.34399 4.48744 -4.19480  0.2328
H 2.50748 4.25300 -2.71183  0.2442
H 1.92303 5.82911 -1.88790  0.3993
H 0.45399 4.43290 -0.19445  -0.0688
H 2.32343 4.25873 -0.06567  0.1895
H 0.93639 1.64796 3.14751  0.2095
H 0.21885 3.15230 2.21388  0.1875
H 2.30703 4.30419 2.11326  0.1606
H 4.05692 1.47158 2.07467  0.2368
H 4.74321 3.27193 2.11146  0.3893
H 3.76924 2.62443 0.58368  0.2101
H 2.88405 4.53026 4.37200  0.2614
H 3.83504 2.90002 4.41155  0.2843
H 1.91337 2.95017 4.76826  0.3108
H -0.06029 -0.27532 2.94986  0.4122
H -0.15339 -1.87755 1.97137  -0.7382
H 2.54040 -3.41776 3.11085  0.3648
H -3.00866 -0.64807 -3.03231  0.3369
O -2.36898 -1.69440 2.13481  -0.5546
C -2.49831 -2.87123 2.42814  0.6091
O -3.57216 -3.38707 3.09464  -0.3500
C -3.45252 -4.79615 3.03888  -0.3050
C -1.98828 -5.00848 2.82936  0.0805
O -1.58690 -3.84385 2.13320  -0.2528
H -3.81109 -5.25261 3.96555  0.3414
H -4.05311 -5.16906 2.20263  0.2356
H -1.43482 -5.06514 3.77264  0.2691
H -1.77800 -5.90487 2.23951  -0.1465
O -2.86027 -7.70354 1.36657  -0.5634
C -2.03383 -8.02676 0.52979  0.6211
O -1.49818 -7.17692 -0.39450  -0.2368
C -0.43153 -7.86708 -1.01811  -0.2856
C -0.78412 -9.30423 -0.81008  -0.3214
O -1.52495 -9.28637 0.39531  -0.2976
H -0.36590 -7.60352 -2.07730  0.2902
H 0.50552 -7.59050 -0.52362  0.2497
H -1.41951 -9.69888 -1.60997  0.2656
H 0.10032 -9.93976 -0.71248  0.2990

* HOMO energy: -0.32073 hartree
* 2S+1: 1
* structure (SMILES): CCCCCCc1c(CC(C)C)c(CC(=O)O)c(Br)c2c1C(=O)N(P(O)Br)C2=O.O=C1OCCO1.O=C1OCCO1
* LUMO energy: -0.04763 Eh
* orbital gap: 7.431 eV



No. 3
# C26H34Cl2F18O12

7 unconnected molecules or ions with the total composition C26H34Cl2F18O12 at a distorted geometry (wB97M-V/def2-TZVPD, the OMol25 dataset).

Each line ends with the Mulliken charge.
Cartesian coordinates (Å):
C 13.24497 -2.10710 -4.39797  -1.2498
C 11.94124 -2.41921 -5.14111  0.1313
O 11.19720 -3.43441 -4.51830  -0.2348
C 9.82819 -3.51446 -4.70366  0.4761
O 9.09006 -2.70472 -5.31904  -0.5850
C 9.16360 -4.84197 -4.19964  0.8516
F 8.36914 -4.48424 -3.19615  -0.2710
F 8.41178 -5.47959 -5.13424  -0.2099
F 9.96645 -5.69226 -3.66420  -0.2418
H 13.02096 -1.65134 -3.43350  0.3563
H 13.83319 -1.47944 -5.06740  0.3932
H 13.86046 -2.99773 -4.27127  0.2317
H 12.23251 -2.78185 -6.12689  -0.0528
H 11.36510 -1.52079 -5.36247  0.4240
C 6.57179 -4.94103 -11.20039  -0.4464
C 5.25966 -5.64910 -11.35220  -0.5651
O 4.42379 -4.96283 -12.35648  -0.1844
C 3.13824 -5.39771 -12.57010  0.2649
O 2.63006 -6.34062 -12.02807  -0.4949
C 2.41370 -4.50134 -13.56669  0.8955
F 1.18607 -4.12836 -13.13949  -0.2514
F 3.08614 -3.41787 -13.79391  -0.2333
F 2.28386 -5.08118 -14.74058  -0.2558
H 6.42058 -4.02207 -10.63404  0.3089
H 7.06295 -4.67893 -12.13749  -0.0650
H 7.23032 -5.56381 -10.59493  0.2669
H 4.80557 -5.60294 -10.36237  0.3753
H 5.29818 -6.64577 -11.79180  0.3617
C 12.03798 -10.43583 -11.04742  -1.1444
C 12.58163 -9.46537 -9.99690  -0.2791
O 11.51316 -8.91665 -9.17944  -0.1997
C 11.04597 -9.55505 -8.11540  0.2618
O 11.44548 -10.63481 -7.67522  -0.5577
C 9.91131 -8.80006 -7.40764  0.9877
F 9.19986 -9.62672 -6.68238  -0.2475
F 10.45921 -7.89464 -6.59825  -0.1902
F 9.08983 -8.23693 -8.36456  -0.2541
H 12.65245 -10.51821 -11.94393  0.3777
H 11.01980 -10.15929 -11.32114  0.2839
H 12.01523 -11.37464 -10.49404  0.3177
H 13.00765 -8.55562 -10.41995  0.3365
H 13.46203 -9.81111 -9.45518  0.3354
C 7.59803 0.28434 -8.70593  -0.9612
C 8.82025 0.83603 -9.34599  0.3257
O 8.68928 2.19287 -9.76975  -0.1887
C 7.85933 2.59681 -10.76445  0.6098
O 7.13296 1.78383 -11.37435  -0.1336
C 7.89042 4.02251 -11.14812  0.7509
F 8.95987 4.60191 -10.61263  -0.1856
F 7.89017 4.14479 -12.50704  -0.1894
F 6.82297 4.59074 -10.61953  -0.1853
H 6.82164 0.19948 -9.46627  0.3863
H 7.22924 1.01028 -7.98130  0.4147
H 7.84791 -0.70383 -8.31966  0.1673
H 9.28758 0.15538 -10.05762  -0.1609
H 9.47655 0.93165 -8.48098  0.3132
C 18.44188 -7.85045 -6.05131  -1.1875
C 17.67114 -6.60571 -6.27595  -0.1888
O 16.23079 -6.82850 -6.31377  -0.2257
C 15.33380 -5.87836 -5.85055  0.1975
O 15.67791 -4.92150 -5.27921  -0.5098
C 13.85424 -6.28099 -6.05848  1.0199
F 13.16575 -5.30844 -6.62860  -0.1904
F 13.78775 -7.43059 -6.80140  -0.2777
F 13.43756 -6.47284 -4.83372  -0.2361
H 18.27462 -8.09614 -5.00262  0.3083
H 19.51518 -7.69717 -6.16371  0.3923
H 18.11755 -8.66431 -6.69981  0.2895
H 18.08475 -6.24633 -7.21823  0.2401
H 17.87698 -5.81817 -5.55103  0.3238
C 8.38585 -5.22607 -16.30888  -1.2214
C 8.34286 -5.10580 -14.75642  -0.1334
O 8.50647 -3.76323 -14.33277  -0.2219
C 9.40157 -3.43377 -13.35349  0.5047
O 9.85647 -4.23454 -12.59557  -0.5486
C 9.78920 -1.95585 -13.33905  0.7600
F 11.09824 -1.82859 -13.64522  -0.2411
F 9.06719 -1.25309 -14.18086  -0.2324
F 9.57790 -1.40823 -12.07645  -0.2067
H 7.61845 -4.61755 -16.78732  0.3211
H 8.40082 -6.22889 -16.73575  0.3555
H 9.27770 -4.66626 -16.59055  0.3149
H 9.13875 -5.67871 -14.28058  0.3825
H 7.39367 -5.46948 -14.36285  0.1645
Cl 9.00426 -5.35448 -8.10691  -0.0619
C 9.21711 -3.78767 -8.96936  0.4244
C 10.70217 -3.36705 -8.85261  -0.0242
Cl 11.02027 -1.60689 -9.28019  -0.2434
H 8.60641 -3.00822 -8.51373  -0.0336
H 9.02743 -3.82141 -10.04220  -0.1820
H 11.36916 -3.91125 -9.52125  0.4241
H 11.07677 -3.53119 -7.84225  -0.2438

* HOMO energy (alpha / beta): -0.45911 / -0.45911 hartree
* net charge: +1
* 2S+1: 2
* LUMO energy (alpha / beta): -0.21032 / -0.38151 Eh
* orbital gap (alpha / beta): 6.770 / 2.112 eV



The highest 2S+1 belongs to which entry? C26H34Cl2F18O12